11
Properties=species:S:1:pos:R:3:mulliken_charge:R:1 method="wB97M-V/def2-TZVPD" multiplicity=1 e_homo_ev=-8.441 e_above_lowest_kcal_mol=42.8 homo_lumo_gap_ha=0.330
C -0.6236 -0.3389 -0.3900 -0.0175
C -1.8810 0.0031 -0.4008 -0.2519
O 2.2183 -1.3720 0.4822 -0.4616
O 2.7099 1.1445 0.2081 -0.4060
O 0.4780 0.2700 0.0909 -0.3758
S -2.4315 1.5535 0.0492 -0.2348
S 2.0990 0.0451 -0.4299 0.6803
H 1.8234 -1.2096 1.3090 0.3359
H -0.5651 -1.3671 -0.6360 0.3048
H -2.6986 -0.5931 -0.7587 0.2932
H -1.1289 1.8645 0.4760 0.1335

***

145
Properties=species:S:1:pos:R:3:mulliken_charge:R:1 method="wB97M-V/def2-TZVPD" multiplicity=5 e_homo_ev="-10.124 / -10.124" charge=+1 s_squared=6.010 homo_lumo_gap_ha="0.272 / 0.267"
Cr -3.0611 -1.0315 1.6760 0.1716
C 0.4566 0.0111 -0.1094 2.2066
C -0.8199 -0.3758 0.5499 0.8249
O -0.8517 -1.0537 1.6214 -0.9486
O -1.9085 -0.0425 0.0027 0.1707
H 1.0720 -0.8799 -0.2498 -0.6439
H 1.0303 0.7895 0.3897 -0.5949
H 0.2718 0.3620 -1.1255 -0.8889
C 2.6824 -1.0611 -2.7675 -1.2532
C 1.7373 -0.3250 -3.7173 3.1411
C 2.3029 0.9843 -4.1896 -0.4489
O 1.3287 1.6814 -4.9182 -0.2421
C 1.6803 2.9970 -5.2531 -0.8549
N 1.3627 -1.2313 -4.8161 -0.6927
H 3.6711 -1.2158 -3.2072 0.5517
H 2.2294 -2.0141 -2.5062 0.4104
H 2.8399 -0.4316 -1.8877 -0.2156
H 0.8383 -0.1064 -3.1329 -2.0333
H 3.2246 0.8014 -4.7700 0.3231
H 2.6382 1.6100 -3.3462 -0.1826
H 0.7784 3.5058 -5.6020 0.2709
H 2.4076 3.0326 -6.0691 0.3036
H 2.0031 3.5754 -4.3781 0.3179
H 0.9599 -0.6623 -5.5558 0.3039
H 2.1973 -1.6507 -5.2141 0.3136
C 3.5271 2.6323 -0.7731 -0.9426
O 3.3364 2.2419 0.5617 -0.0171
C 2.5218 3.1478 1.2716 -0.6319
C 2.5609 2.8072 2.7435 -0.3597
N 3.8355 3.1880 3.3250 -0.3930
C 3.9896 2.6962 4.6884 -0.7077
C 5.2996 3.1136 5.3172 -0.2901
O 5.1392 4.3016 6.0558 -0.3493
C 6.3118 4.6601 6.7370 -0.7178
H 4.0721 3.5859 -0.8401 0.3861
H 2.5670 2.8146 -1.2768 0.2377
H 4.1305 1.8751 -1.2675 0.2976
H 1.4827 3.0613 0.9040 0.1898
H 2.7977 4.2003 1.1255 0.4655
H 2.3930 1.7187 2.8353 -0.0980
H 1.7489 3.3377 3.2450 0.5069
H 4.5822 2.7970 2.7592 0.2563
H 3.8938 1.5942 4.7338 0.2871
H 3.1303 3.0286 5.2798 0.4029
H 6.0400 3.3098 4.5261 0.3235
H 5.6619 2.2922 5.9493 0.2503
H 7.0890 4.9753 6.0229 0.2875
H 6.7299 3.8404 7.3330 0.2922
H 6.0867 5.5066 7.3804 0.2626
C 7.6345 -1.1573 5.5444 -0.7619
O 7.4477 -0.8440 4.1863 -0.2650
C 7.5005 -2.0069 3.3609 -0.4055
C 7.4311 -1.6009 1.8981 -1.0010
N 6.1220 -1.5867 1.2689 -0.4084
C 5.2541 -0.5431 1.8189 -0.5852
C 3.8008 -0.8794 1.5737 0.8139
O 3.5015 -2.1289 2.1684 -0.5189
C 2.1266 -2.2785 2.3146 -0.4997
H 8.6746 -1.4341 5.7551 0.3122
H 6.9606 -1.9664 5.8492 0.3402
H 7.4135 -0.2608 6.1226 0.1800
H 6.6590 -2.6534 3.6418 0.2934
H 8.4541 -2.5163 3.5494 0.5119
H 8.0575 -2.3109 1.3415 0.4016
H 7.9558 -0.6598 1.7220 0.3666
H 5.6438 -2.4653 1.4368 0.3265
H 5.4812 0.4000 1.3160 0.3389
H 5.3735 -0.4173 2.9022 0.3736
H 3.5500 -0.8676 0.5031 -0.2228
H 3.1805 -0.1081 2.0481 -0.3001
H 1.8572 -3.2221 2.7921 0.3643
H 1.5704 -2.2313 1.3690 0.0136
H 1.7197 -1.4745 2.9483 0.2982
C -6.6820 -6.3733 -1.4336 -0.6558
O -5.6826 -5.8410 -2.2701 -0.3738
C -5.9957 -4.5312 -2.6976 -0.5384
C -4.7829 -3.9395 -3.3645 -0.8637
N -3.6719 -3.7859 -2.4362 0.1255
C -2.5607 -3.0525 -3.0275 -1.2175
C -1.4058 -2.9214 -2.0849 2.2571
O -0.7603 -4.1559 -1.9105 -0.5783
C 0.2747 -4.0756 -0.9707 0.1864
H -6.7156 -5.8549 -0.4634 0.2112
H -6.4778 -7.4240 -1.2481 0.2558
H -7.6739 -6.2749 -1.8897 0.3054
H -6.3373 -3.9237 -1.8466 0.2378
H -6.8256 -4.5579 -3.4184 0.4814
H -5.0778 -2.9600 -3.7527 0.4223
H -4.5191 -4.5741 -4.2204 0.3751
H -3.3537 -4.7056 -2.1472 0.2693
H -2.9133 -2.0617 -3.3262 -0.0336
H -2.2054 -3.4932 -3.9724 0.6148
H -1.7288 -2.5082 -1.1181 -1.0231
H -0.6780 -2.1939 -2.4827 -0.1906
H -0.1138 -3.9313 0.0553 -0.2910
H 0.9229 -3.2108 -1.1579 -0.1984
H 0.8326 -5.0070 -0.9742 0.4456
C -3.5722 1.7576 1.2737 -0.3987
O -4.2756 0.4907 1.2231 -0.6653
C -4.7919 0.1969 -0.0806 0.6602
C -5.4110 -1.1834 0.0286 -1.2126
N -4.2527 -2.0774 0.1884 1.0491
C -4.5566 -3.4238 0.7092 0.0170
C -3.2581 -4.0249 1.1973 -0.4841
O -2.6882 -3.0483 2.0805 0.0806
C -1.7450 -3.5459 3.0276 -0.8456
H -4.2788 2.5736 1.4025 0.4587
H -2.9609 1.8808 0.3837 -0.0800
H -2.9186 1.7232 2.1474 0.2571
H -3.9853 0.2037 -0.8189 -0.2840
H -5.5652 0.8843 -0.4420 0.5607
H -6.0186 -1.4113 -0.8498 0.3913
H -6.0038 -1.2354 0.9425 0.3845
H -3.9158 -2.3296 -0.7551 -0.8059
H -4.9974 -4.0855 -0.0397 -0.4527
H -5.2762 -3.3703 1.5313 0.5592
H -2.5655 -4.2009 0.3684 0.1753
H -3.4480 -4.9670 1.7135 0.5775
H -2.0897 -4.4769 3.4783 0.3698
H -1.5950 -2.7926 3.7953 0.2302
H -0.7873 -3.7371 2.5382 0.1933
C -1.8828 0.7124 -3.5765 -0.3317
O -2.6889 1.7975 -3.2027 -0.3906
C -1.9142 2.9201 -2.7999 0.0054
C -2.8414 3.8947 -2.1384 -0.6785
N -3.7466 4.4546 -3.1518 -0.3659
C -4.7774 5.3375 -2.6543 -0.9456
C -5.7400 4.7947 -1.6112 -0.4911
O -5.2267 4.6384 -0.2987 -0.1930
C -4.9082 5.8564 0.3412 -0.7972
H -2.5610 -0.0966 -3.8585 0.1679
H -1.2957 0.3158 -2.7372 -0.3018
H -1.2316 0.9016 -4.4353 0.4348
H -1.4646 3.3840 -3.6855 0.3106
H -1.1522 2.5745 -2.0885 0.0990
H -2.2949 4.6899 -1.6328 0.3433
H -3.4517 3.3318 -1.4204 0.2694
H -4.1653 3.6864 -3.6619 0.3507
H -5.4079 5.5956 -3.5144 0.4070
H -4.3602 6.3047 -2.3657 0.3782
H -6.0737 3.7947 -1.9077 0.2161
H -6.6564 5.4026 -1.5905 0.4613
H -4.1167 6.3819 -0.1966 0.3123
H -4.5358 5.6059 1.3352 0.2272
H -5.7860 6.4966 0.4747 0.3366